Record 1
The following is a quantum chemistry calculation of C20H54F6MgNO13S2 as an isolated structure at a distorted geometry, from OMol25.

```
97
C20H54F6MgNO13S2, DFT ωB97M-V/def2-TZVPD
Mg -2.7899 2.2413 -2.2563
C -1.5297 -1.8245 -1.4828
F -1.6220 -2.0515 -2.7818
F -2.7470 -1.9016 -0.9988
F -0.7698 -2.7302 -0.9208
S -0.6495 -0.0536 -1.2866
O 0.3808 -0.2252 -0.2596
O -0.1604 0.2788 -2.6028
N -2.0386 0.9984 -1.0506
S -2.3942 0.6736 0.4743
O -3.8507 0.8988 0.7051
O -1.8963 -0.5328 1.0987
C -1.5442 2.0573 1.5659
F -1.6896 1.8182 2.8889
F -0.2390 1.8951 1.2933
F -1.9817 3.2211 1.1810
C 0.0263 0.8686 -7.6737
C 0.1826 0.6124 -6.1695
O 0.9868 1.5873 -5.5970
H -0.8144 1.5612 -7.7148
H -0.1374 -0.0540 -8.2305
H 0.8611 1.2960 -8.2291
H 0.6950 -0.3129 -5.9062
H -0.7757 0.6368 -5.6507
H 1.1136 1.2588 -4.7039
C 3.5199 1.7108 2.3145
C 4.9061 1.5579 1.7150
O 5.0209 2.5097 0.6714
H 3.3878 2.6196 2.9017
H 3.4121 0.9411 3.0788
H 2.6988 1.5097 1.6264
H 5.1960 0.5417 1.4480
H 5.5762 1.8936 2.5065
H 5.9447 2.6636 0.4601
C -5.9226 -1.9940 2.9003
C -4.8109 -1.7782 1.9632
O -3.8766 -2.8151 1.7969
H -6.5431 -1.1143 3.0714
H -5.7807 -2.4317 3.8885
H -6.5402 -2.7668 2.4428
H -4.2709 -0.8889 2.2882
H -5.1489 -1.6068 0.9412
H -3.5731 -2.8303 2.7075
C -0.5008 6.0962 2.4691
C -1.5195 6.6424 1.4613
O -2.7301 6.7524 2.1768
H 0.4089 5.8273 1.9320
H -0.7892 5.1840 2.9915
H -0.2851 6.8314 3.2444
H -1.6553 5.9055 0.6697
H -1.2614 7.5905 0.9895
H -2.4712 7.0500 3.0520
C 1.6194 -5.4145 -2.5078
C 1.8366 -5.8810 -3.9546
O 2.1710 -4.6084 -4.5873
H 2.5936 -5.1515 -2.0956
H 1.2041 -6.2168 -1.8980
H 0.9362 -4.5793 -2.3533
H 0.8452 -6.1872 -4.2883
H 2.5826 -6.6614 -4.1055
H 1.3792 -4.0679 -4.5360
C 2.5990 -1.2930 -3.8580
C 3.7852 -2.2732 -3.7027
O 4.2062 -2.5448 -5.0242
H 2.8230 -0.5144 -4.5872
H 2.5289 -0.6821 -2.9581
H 1.6734 -1.8490 -4.0074
H 3.6159 -3.1511 -3.0792
H 4.6363 -1.7972 -3.2156
H 4.6776 -1.7675 -5.3325
C -0.7143 1.9444 6.5036
C 0.0564 1.4455 7.6593
O 1.4062 1.0742 7.1257
H -1.7383 2.0789 6.8520
H -0.7508 1.3117 5.6167
H -0.3302 2.8850 6.1088
H -0.4916 0.5438 7.9328
H 0.0864 2.1063 8.5256
H 1.6742 0.2558 7.5499
C 1.3300 3.9904 0.0835
C 2.0889 3.1463 -0.9986
O 3.3847 3.6856 -1.0688
H 1.7519 3.8788 1.0823
H 0.2514 3.9250 0.2264
H 1.4866 5.0275 -0.2132
H 1.5746 3.0896 -1.9579
H 2.1969 2.1051 -0.6948
H 3.9373 3.4587 -0.3174
C -2.6843 -6.0562 2.0890
C -1.9817 -5.3170 0.9387
O -2.9174 -4.7450 0.0658
H -3.6708 -5.6470 2.3067
H -2.0917 -5.8279 2.9749
H -2.8256 -7.1364 2.0537
H -1.2807 -6.0141 0.4796
H -1.3656 -4.5104 1.3361
H -3.1033 -3.8767 0.4307
```

- E: -3422.36540 Eh
- HOMO-LUMO gap: 0.1010 Eh
- Charge: +1
- LUMO energy: -8.6463 eV
- ΔE to the lowest compared entry with this formula, charge and spin: 129.72 kcal/mol
- HOMO level: -11.394 eV

Mulliken atomic charge list, values in e, 8 entries:
1. Mg 1.398
2. C 0.687
3. F -0.202
4. F -0.221
5. F -0.154
6. S 0.737
7. O -0.523
8. O -0.382


Record 2
The following is a quantum chemistry calculation of C20H54F6NO15S2V as an isolated structure at a distorted geometry, from OMol25.

```
99
C20H54F6NO15S2V, DFT ωB97M-V/def2-TZVPD
O -3.3037 -0.3521 2.9672
V -3.3081 0.0832 1.3632
O -2.9135 -1.2552 0.5392
C 0.5065 0.1530 2.4493
F 0.8396 -0.0066 3.7261
F 1.5640 0.2280 1.7014
F -0.3456 -0.8716 2.0990
S -0.4868 1.8058 2.3204
O -1.2035 2.0361 3.5896
O 0.4352 2.9342 2.0809
N -1.5549 1.3519 1.0261
S -1.0155 2.2180 -0.1276
O -1.2261 3.6608 -0.0335
O 0.2694 1.8374 -0.6214
C -2.1561 1.7048 -1.6197
F -2.2559 0.3429 -1.5460
F -3.2751 2.3799 -1.5607
F -1.5318 2.1235 -2.6767
O -5.0064 4.6846 -0.2087
H -4.1385 4.4692 0.1326
H -5.1737 5.5734 0.1047
O -4.9169 0.2511 -0.3129
H -5.5774 0.9340 -0.4295
H -4.7945 -0.1164 -1.1882
O -3.8922 2.4917 4.5334
H -3.9566 3.3980 4.8346
H -3.0423 2.4441 4.0955
C -5.0342 -3.2377 -3.9577
C -4.0328 -2.2021 -3.3753
C -2.5376 -2.3926 -3.8284
O -4.4271 -0.8909 -3.7634
H -4.5012 -4.1797 -4.0860
H -5.3730 -2.9970 -4.9654
H -5.8893 -3.4018 -3.3019
H -4.0985 -2.2847 -2.2905
H -2.5341 -2.4690 -4.9158
H -2.1696 -3.2672 -3.2921
H -1.9572 -1.4973 -3.6056
H -5.2926 -0.7411 -3.3758
C 4.0595 1.8798 -0.7722
C 5.2516 1.4651 0.1163
C 5.0060 0.1040 0.8758
O 6.3466 1.3545 -0.7009
H 4.2675 2.9190 -1.0269
H 3.0988 1.7992 -0.2636
H 3.9060 1.2775 -1.6676
H 5.2873 2.1743 0.9432
H 4.6974 -0.7204 0.2330
H 4.1573 0.2747 1.5381
H 5.8771 -0.1609 1.4750
H 6.1841 0.6486 -1.3309
C 1.6006 -1.2969 -1.7910
C 1.6006 -2.8524 -1.8093
C 1.2141 -3.3728 -0.3955
O 0.6654 -3.3637 -2.7479
H 1.7669 -1.0334 -2.8356
H 2.3360 -0.8198 -1.1432
H 0.6058 -0.9665 -1.4922
H 2.5725 -3.2339 -2.1224
H 1.5279 -4.4047 -0.2381
H 0.1357 -3.2623 -0.2820
H 1.6304 -2.7559 0.4009
H 0.4908 -2.6366 -3.3500
C -0.1692 -4.3235 2.7146
C 0.7489 -4.5051 3.9940
C 0.3087 -5.6199 4.9822
O 1.9768 -5.0674 3.6654
H 0.0231 -5.1498 2.0303
H 0.1049 -3.3516 2.3043
H -1.2241 -4.2435 2.9772
H 0.9194 -3.6220 4.6097
H -0.2919 -6.3914 4.5002
H -0.3926 -5.2869 5.7472
H 1.0864 -6.2140 5.4621
H 2.5507 -4.6130 4.2865
C 2.2174 2.7374 4.7959
C 2.5611 4.2231 5.1308
C 4.1040 4.5389 5.3602
O 2.0148 5.0116 4.1345
H 2.8894 2.1056 5.3767
H 2.3926 2.3371 3.7973
H 1.2753 2.2643 5.0730
H 2.0689 4.3106 6.0994
H 4.2936 5.5340 5.7627
H 4.6508 4.4382 4.4227
H 4.4948 3.8118 6.0720
H 2.6967 5.1556 3.4743
C -0.7540 2.3568 -6.3041
C -0.3530 0.8719 -6.3696
C 0.0440 0.3652 -4.9795
O -1.4261 0.1767 -6.8753
H 0.0194 3.0174 -5.9121
H -1.6740 2.3458 -5.7197
H -1.0169 2.6737 -7.3133
H 0.5117 0.6992 -7.0104
H 0.6257 -0.5555 -4.9356
H -0.7875 0.1855 -4.2980
H 0.6973 1.0607 -4.4527
H -2.1651 0.7629 -6.6965
```

- E: -4317.14205 Eh
- HOMO-LUMO gap: 0.2575 Eh
- Charge: 0
- LUMO energy: -2.6717 eV
- HOMO level: -9.678 eV

Mulliken atomic charge list, values in e, 8 entries:
1. O -0.597
2. V 1.366
3. O -0.457
4. C 0.565
5. F -0.174
6. F -0.123
7. F -0.046
8. S 0.412


Record 3
The following is a quantum chemistry calculation of a 12-piece molecular cluster, C20H54N2O22 overall at a distorted geometry, from OMol25.

```
98
C20H54N2O22, DFT ωB97M-V/def2-TZVPD
C -2.8993 -2.2193 4.9922
O -1.5814 -2.8461 5.1455
H -3.7467 -2.8898 4.8498
H -3.1362 -1.5946 5.8535
H -2.8384 -1.5074 4.1691
H -1.6235 -3.3583 5.9564
C 0.0887 -1.3008 -3.7307
O -0.5828 -0.7522 -4.8646
H 0.5431 -0.4867 -3.1660
H -0.4778 -1.8500 -2.9786
H 0.9175 -1.9188 -4.0761
H -1.2165 -0.1708 -4.4380
C -2.1087 2.1931 3.4313
O -3.3953 2.0957 2.9808
H -1.4216 2.1518 2.5861
H -1.9203 3.1707 3.8749
H -2.0518 1.3655 4.1383
H -3.9193 1.9452 3.7710
C 2.5213 5.2695 -3.1740
O 2.4180 4.3198 -2.1324
H 1.9716 6.1739 -2.9135
H 3.4570 5.5510 -3.6570
H 2.0304 4.8687 -4.0609
H 2.6133 3.4647 -2.5228
C 3.3803 3.7564 1.0147
O 3.3352 5.0213 0.4098
H 3.5751 3.8020 2.0862
H 2.4253 3.2790 0.7953
H 4.2587 3.2031 0.6827
H 3.1120 4.9311 -0.5195
C 4.5906 2.0189 -3.0276
O 3.1815 1.9705 -3.2926
H 5.1301 1.4554 -3.7888
H 4.8874 3.0675 -3.0075
H 4.8308 1.4966 -2.1015
H 3.0189 1.5673 -4.1485
C -3.7883 -0.5702 -1.4814
N -3.7075 0.0646 -2.7919
O -2.6579 0.2760 -3.3900
O -4.7604 0.3657 -3.2087
H -2.8407 -0.4880 -0.9490
H -4.0951 -1.6055 -1.6301
H -4.5514 -0.2449 -0.7744
C 2.3086 -2.8463 5.2928
N 2.4300 -3.3700 6.7183
O 1.5212 -3.7395 7.3838
O 3.5347 -3.1507 7.1703
H 2.5454 -1.7851 5.2151
H 1.2506 -3.0201 5.0969
H 2.9078 -3.4528 4.6137
C 3.1796 0.1081 2.1440
O 4.1289 -0.5442 1.2930
C 4.3891 -1.7586 1.6313
O 3.9377 -2.4031 2.5749
O 5.3887 -2.2154 0.8797
C 5.5397 -3.6218 0.7589
H 3.0320 1.0934 1.7020
H 3.7155 0.1991 3.0888
H 2.3179 -0.5471 2.2723
H 4.6176 -4.1084 0.4412
H 5.7425 -4.0934 1.7204
H 6.3480 -3.8463 0.0629
C -0.1928 -2.0696 1.7464
O 0.4532 -1.2417 0.8629
C -0.0823 -0.1953 0.3795
O -1.1738 0.2772 0.7071
O 0.8027 0.3430 -0.3927
C 0.4804 1.5468 -1.0688
H -0.9812 -2.6847 1.3126
H -0.6300 -1.4352 2.5173
H 0.5521 -2.6841 2.2520
H 0.1021 2.3652 -0.4563
H -0.2086 1.3784 -1.8964
H 1.3991 1.9315 -1.5117
C -2.6761 -4.2131 0.1101
O -3.5306 -4.9017 -0.8234
C -3.5265 -4.6333 -2.1295
O -2.9520 -3.7072 -2.6929
O -4.3991 -5.3798 -2.6173
C -4.6430 -5.5059 -3.9697
H -3.1312 -3.3326 0.5636
H -1.7555 -3.9121 -0.3898
H -2.2137 -4.7462 0.9408
H -4.0503 -4.8338 -4.5901
H -5.7185 -5.4492 -4.1378
H -4.4083 -6.5603 -4.1154
C -3.4759 3.4050 0.2024
O -2.8125 3.0702 -0.9748
C -2.3332 4.1146 -1.6731
O -2.3670 5.3398 -1.4071
O -1.6766 3.6441 -2.6922
C -1.4374 4.3073 -3.8835
H -3.9900 2.4819 0.4702
H -4.2459 4.1508 0.0053
H -2.8879 3.6723 1.0805
H -2.1270 5.1217 -4.1054
H -1.5086 3.6165 -4.7237
H -0.4553 4.7798 -3.8708
```

- E: -2558.84334 Eh
- HOMO-LUMO gap (alpha / beta): 0.0681 / 0.2231 Eh
- Charge: -1
- LUMO energy (alpha / beta): 1.8209 / 1.8197 eV
- 2S+1: 2
- HOMO level (alpha / beta): -0.033 / -4.251 eV

Mulliken atomic charge list, values in e, 8 entries:
1. C -0.466
2. O -0.431
3. H 0.302
4. H 0.298
5. H 0.051
6. H 0.265
7. C -0.039
8. O -0.565


Record 4
The following is a quantum chemistry calculation of a 9-piece molecular cluster, C20H54O11S8 overall at a distorted geometry, from OMol25.

```
93
C20H54O11S8, DFT ωB97M-V/def2-TZVPD
C -4.3089 8.7796 -2.3823
C -3.4780 7.5172 -1.8556
C -3.5959 6.2363 -2.7314
O -2.2270 5.8278 -2.8301
C -1.3721 6.7396 -2.4577
O -0.1634 6.7399 -2.7317
O -2.1600 7.7909 -2.0248
H -5.3832 8.6372 -2.2660
H -4.1989 8.6786 -3.4620
H -3.7813 9.6590 -2.0128
H -3.7014 7.2828 -0.8148
H -4.0589 6.5299 -3.6736
H -4.2975 5.6679 -2.1209
C -3.9769 5.4438 7.5368
S -2.4019 5.4433 6.6884
O -2.1122 3.9548 6.6015
C -2.9947 5.8219 5.0271
H -3.8804 5.0703 8.5562
H -4.8743 4.9683 7.1410
H -4.2246 6.5048 7.5068
H -3.6872 6.6636 5.0172
H -3.5306 4.9582 4.6333
H -2.0793 5.8009 4.4358
C -0.3815 0.0819 0.5362
S 1.2146 0.4571 -0.2662
O 2.1636 -0.7393 0.1015
C 0.7477 -0.1179 -1.9111
H -0.2367 -0.2725 1.5567
H -1.1164 -0.5756 0.0717
H -0.9837 0.9902 0.5575
H 0.0891 -0.9318 -1.6080
H 1.5298 -0.5494 -2.5357
H 0.2017 0.6482 -2.4617
C 2.8399 -6.8290 -4.0144
S 4.1818 -5.8749 -4.9349
O 5.2178 -5.4818 -3.8509
C 5.1027 -7.2493 -5.7931
H 2.7991 -6.1575 -3.1568
H 3.1948 -7.7869 -3.6340
H 1.9797 -6.9863 -4.6651
H 6.1087 -6.9822 -6.1168
H 4.5334 -7.6151 -6.6476
H 5.3375 -7.9808 -5.0198
C -4.1821 -7.9274 -3.3168
S -4.7883 -6.3004 -4.0168
O -6.2799 -6.2257 -3.6748
C -4.2271 -5.3966 -2.5734
H -3.4931 -8.4284 -3.9968
H -5.1087 -8.5012 -3.3279
H -3.8296 -7.7787 -2.2962
H -4.3201 -4.3530 -2.8740
H -3.1744 -5.6646 -2.4835
H -4.6562 -5.7866 -1.6505
C -1.1948 -1.1603 -8.0053
S -2.7120 -0.1146 -7.9207
O -2.7345 0.5383 -6.5295
C -2.0292 1.2820 -9.0224
H -1.0225 -1.7589 -8.8998
H -1.3581 -1.8377 -7.1672
H -0.3507 -0.4741 -7.9369
H -1.1436 1.7824 -8.6307
H -2.7687 2.0284 -9.3125
H -1.7691 0.7151 -9.9163
C 3.7366 -0.9826 8.5615
S 4.8637 -0.5212 7.2717
O 4.4012 -1.2272 5.9787
C 4.7999 1.3321 6.9601
H 2.7429 -0.6750 8.2359
H 3.8420 -0.6407 9.5912
H 3.8648 -2.0623 8.6377
H 5.2871 1.6599 7.8784
H 3.7823 1.7179 7.0214
H 5.4221 1.5128 6.0835
C -4.2102 -5.1989 6.0909
S -3.1529 -4.6416 7.5559
O -1.6184 -4.9365 7.2493
C -3.6167 -2.8626 7.3746
H -3.6135 -4.9593 5.2108
H -5.2452 -4.8649 6.0188
H -4.5222 -6.2427 6.1277
H -4.6043 -2.6941 7.8039
H -3.8337 -2.5844 6.3433
H -2.8608 -2.1341 7.6679
C 10.0019 2.6072 -0.1348
S 8.1343 2.5836 0.0625
O 7.8177 1.1646 0.3595
C 7.7593 2.9653 -1.6608
H 10.4042 3.4662 -0.6718
H 9.9934 1.7092 -0.7525
H 10.4701 2.2205 0.7704
H 8.4347 3.7580 -1.9826
H 6.7244 3.1362 -1.9572
H 7.9029 1.9930 -2.1320
```

- E: -4807.06710 Eh
- HOMO-LUMO gap: 0.2976 Eh
- Charge: 0
- LUMO energy: 0.1053 eV
- ΔE to the lowest compared entry with this formula, charge and spin: 151.94 kcal/mol
- HOMO level: -7.992 eV

Mulliken atomic charge list, values in e, 8 entries:
1. C -1.203
2. C 0.179
3. C -0.384
4. O -0.294
5. C 0.674
6. O -0.557
7. O -0.366
8. H 0.365


Record 5
The following is a quantum chemistry calculation of a 6-piece molecular cluster, C20H55ClN5O9 overall at a distorted geometry, from OMol25.

```
90
C20H55ClN5O9, DFT ωB97M-V/def2-TZVPD
Cl -0.7158 -0.0293 1.0473
O -0.6969 1.3016 0.4118
O -2.0674 -0.4471 1.2345
O -0.0715 -1.0340 0.2264
O -0.1665 0.1048 2.3613
C 4.5809 5.1945 3.3544
C 5.4869 4.9250 2.1828
C 6.8869 5.5846 2.2863
O 7.7245 5.1433 1.2286
C 8.8822 5.8809 1.0379
N 5.6021 3.4684 1.9715
H 4.6627 4.4651 4.1603
H 3.5756 5.1493 2.9355
H 4.6936 6.2067 3.7426
H 5.0323 5.3353 1.2811
H 7.4619 5.4029 3.1942
H 6.7322 6.6526 2.1328
H 8.6541 6.9276 0.8366
H 9.4955 5.4897 0.2261
H 9.6013 5.7980 1.8528
H 4.6725 3.2250 2.2826
H 6.0689 3.0661 2.7717
C 3.2401 0.9036 -5.3177
C 4.3744 1.7814 -4.6736
C 4.0026 3.2478 -4.4106
O 5.0059 3.8174 -3.6442
C 5.1368 5.2321 -3.8047
N 4.7577 1.0666 -3.4603
H 2.7976 1.2746 -6.2422
H 2.3967 0.8735 -4.6278
H 3.6188 -0.0375 -5.7164
H 5.2985 1.7499 -5.2509
H 3.0051 3.4086 -4.0016
H 3.9362 3.7541 -5.3736
H 6.1134 5.4977 -3.3998
H 4.2753 5.7306 -3.3606
H 4.9967 5.6173 -4.8147
H 3.9050 0.7270 -3.0388
H 5.1770 0.2044 -3.7780
C -7.5134 5.1259 0.5829
C -7.8362 3.6924 0.0752
C -7.2502 3.3054 -1.2934
O -7.9434 4.0764 -2.2375
C -7.7831 3.5208 -3.5453
N -7.4552 2.8285 1.2128
H -6.4534 5.1893 0.8288
H -7.9731 5.4025 1.5317
H -7.6406 5.9547 -0.1136
H -8.9190 3.6923 -0.0500
H -7.3588 2.2484 -1.5365
H -6.1754 3.4863 -1.2759
H -6.9556 2.8437 -3.7570
H -7.8064 4.3468 -4.2562
H -8.5953 2.8481 -3.8207
H -7.1469 3.3347 2.0306
H -6.6481 2.2688 0.9776
C -4.3381 -6.4007 -0.8234
C -3.1993 -6.7059 -1.7509
C -3.2484 -5.7621 -2.9782
O -2.1600 -6.1103 -3.9018
C -2.2670 -5.3373 -5.1218
N -1.9566 -6.4413 -1.0262
H -4.2835 -7.0334 0.0625
H -5.2647 -6.6446 -1.3432
H -4.3439 -5.3547 -0.5167
H -3.1822 -7.7275 -2.1306
H -3.1195 -4.7041 -2.7500
H -4.2461 -5.9202 -3.3877
H -1.4823 -5.6451 -5.8130
H -2.2529 -4.2653 -4.9253
H -3.1466 -5.6613 -5.6781
H -1.3187 -6.2556 -1.7869
H -1.9734 -5.4654 -0.7667
C -1.5929 -4.8730 6.4067
C -0.9004 -5.5302 5.2672
C 0.6353 -5.4331 5.4442
O 1.2188 -6.1621 4.3716
C 2.5870 -5.7887 4.2212
N -1.3053 -6.9173 5.2025
H -2.6822 -4.8444 6.3823
H -1.2088 -3.8559 6.4843
H -1.3152 -5.2690 7.3835
H -1.3361 -5.0922 4.3692
H 1.0311 -5.9159 6.3377
H 0.8705 -4.3777 5.5820
H 3.0286 -6.0647 5.1788
H 2.7969 -4.7221 4.1408
H 2.9451 -6.4254 3.4122
H -2.3064 -6.9605 5.0758
H -1.3624 -7.1580 6.1818
```

- E: -2205.73430 Eh
- HOMO-LUMO gap: 0.2957 Eh
- Charge: -1
- LUMO energy: 2.3914 eV
- ΔE to the lowest compared entry with this formula, charge and spin: 88.19 kcal/mol
- HOMO level: -5.654 eV

Mulliken atomic charge list, values in e, 8 entries:
1. Cl 1.599
2. O -0.663
3. O -0.660
4. O -0.636
5. O -0.643
6. C -1.462
7. C 0.454
8. C -0.795


Q: Among the records above, which one has the highest E?
A: C20H55ClN5O9